Formula: C29H18BF4I2MgN5O4
Source: the Open Molecules 2025 dataset
Level of theory: ωB97M-V/def2-TZVPD

Its charge is -2. The calculation puts the HOMO energy at -2.34 eV. Its HOMO-LUMO gap is 5.9 eV.

Geometry (Å):
I: -2.350 3.230 3.329
I: 2.872 1.773 5.954
Mg: -0.776 -0.240 -0.192
F: -0.273 -1.965 -0.836
F: 0.105 -3.769 -2.168
F: -1.896 -2.714 -2.273
F: -1.330 -3.923 -0.434
O: 2.937 1.112 -0.324
O: -0.228 -0.307 -3.215
O: -1.236 1.132 1.333
O: -4.813 -0.700 0.605
N: 0.944 -0.390 1.260
N: -2.750 -0.426 -0.385
N: 1.111 0.274 -1.455
N: -1.558 -1.705 1.552
N: -1.318 1.547 -1.255
C: -3.527 -1.697 2.892
C: 2.953 -0.170 3.158
C: -0.578 2.626 -1.361
C: -0.586 2.070 3.375
C: 2.409 0.568 -1.289
C: 0.867 -0.165 -2.709
C: -3.274 0.244 -1.530
C: 2.195 -0.326 -3.421
C: 2.030 -1.107 1.157
C: 3.907 -0.750 -5.011
C: 4.485 0.240 -2.890
C: -1.562 -2.758 3.688
C: -2.386 3.860 -2.284
C: -2.839 -1.416 1.710
C: 4.853 -0.226 -4.147
C: 0.800 0.441 2.283
C: -2.576 1.558 -1.654
C: 0.331 2.210 4.392
C: -0.951 -2.396 2.495
C: 3.076 -1.012 2.086
C: 1.495 1.479 4.351
C: -0.420 1.216 2.271
C: 2.559 -0.798 -4.664
C: -2.870 -2.351 3.912
C: -3.570 -0.789 0.563
C: -3.163 2.723 -2.150
C: 1.779 0.590 3.306
C: 3.153 0.173 -2.544
C: -1.054 3.810 -1.899
B: -0.877 -3.103 -1.448
H: 1.826 -1.217 -5.339
H: 0.441 2.522 -1.016
H: -4.367 0.356 -1.482
H: -4.212 2.736 -2.410
H: 0.136 2.899 5.203
H: -1.033 -3.341 4.430
H: -0.401 4.662 -2.022
H: -4.557 -1.386 2.966
H: 3.755 -0.074 3.881
H: 3.978 -1.591 1.944
H: 0.074 -2.683 2.290
H: -3.363 -2.568 4.854
H: 4.223 -1.125 -5.976
H: 5.214 0.653 -2.206
H: -2.996 -0.339 -2.420
H: -2.807 4.774 -2.683
H: 5.893 -0.191 -4.446
H: 2.097 -1.765 0.301